(1)
{
  "formula": "C35H59N8O9PSSi",
  "method": "ωB97M-V/def2-TZVPD",
  "homo_ev": -9.00,
  "relative_energy_kcal_mol": 0.0,
  "molar_mass_g_mol": 827.0,
  "homo_lumo_gap_ev": 9.4,
  "energy_ev": -95598.6042,
  "species": ["C", "C", "C", "C", "N", "C", "C", "C", "C", "O", "Si", "C", "C", "C", "S", "O", "O", "O", "C", "C", "C", "O", "C", "O", "C", "C", "C", "O", "C", "O", "C", "C", "P", "O", "H", "H", "H", "H", "H", "H", "H", "H", "H", "H", "H", "H", "H", "H", "H", "H", "H", "H", "H", "H", "H", "H", "H", "H", "H", "H", "H", "H", "H", "H", "H", "H", "H", "H", "H", "H", "H", "H", "C", "C", "N", "H", "H", "H", "C", "C", "N", "H", "H", "H", "C", "C", "N", "H", "H", "H", "C", "C", "N", "H", "H", "H", "C", "C", "N", "H", "H", "H", "C", "C", "N", "H", "H", "H", "C", "C", "N", "H", "H", "H"],
  "coordinates": [[0.1617, -2.7485, 0.7598], [0.3217, -1.9280, 1.6217], [0.5972, -0.9064, 2.6401], [1.3629, -1.5756, 3.8036], [0.5966, -2.5087, 4.6245], [1.5191, -3.1210, 5.5911], [-0.8303, -0.3337, 2.9992], [-1.9049, -1.3436, 3.3907], [-3.0871, -1.3867, 2.4232], [-3.4379, -0.0924, 1.9804], [-3.8613, 0.1535, 0.3837], [-5.6147, -0.3810, 0.0086], [-3.7284, 2.0064, 0.0889], [-2.7317, -0.7072, -0.8331], [-0.7083, 0.9717, 4.2004], [-1.9682, 1.6358, 4.2815], [-0.1116, 0.5240, 5.4191], [0.2532, 1.9684, 3.4327], [1.5597, 1.4621, 3.0656], [2.3561, 2.6825, 2.5264], [1.6539, 4.0292, 2.5921], [0.5993, 4.1385, 1.6146], [0.8513, 5.0375, 0.6323], [0.5106, 6.1821, 0.6739], [1.4922, 0.2697, 2.0769], [2.9573, -0.1540, 1.8532], [3.2044, -1.2394, 0.8082], [4.4050, -0.8969, 0.1047], [4.5810, -1.6116, -1.0504], [5.5140, -2.3574, -1.1624], [3.5995, -1.3590, -2.1675], [4.2831, -0.7867, -3.4170], [0.8558, 0.9214, 0.4418], [1.9557, 1.3273, -0.4778], [-0.2327, -3.4818, 0.0950], [2.2072, -2.1202, 3.3542], [1.8130, -0.8412, 4.4668], [0.2963, -3.2542, 4.0025], [2.1138, -3.9090, 5.1103], [0.9781, -3.5827, 6.4174], [2.1877, -2.3619, 5.9825], [-1.1681, 0.1785, 2.0915], [-2.2915, -1.0640, 4.3732], [-1.5315, -2.3521, 3.5120], [-2.8698, -2.0806, 1.6043], [-3.9279, -1.8179, 2.9789], [-5.7776, -1.4553, 0.0399], [-6.3112, 0.1496, 0.6579], [-5.8112, -0.0737, -1.0220], [-3.3491, 2.1455, -0.9259], [-4.6908, 2.5016, 0.2079], [-2.9828, 2.4226, 0.7685], [-3.1913, -0.6602, -1.8225], [-1.7375, -0.2599, -0.9063], [-2.5949, -1.7698, -0.6127], [2.0482, 1.1501, 3.9895], [3.2473, 2.7957, 3.1485], [2.7118, 2.5261, 1.5094], [2.4156, 4.7843, 2.3749], [1.2727, 4.2724, 3.5809], [1.3811, 4.6354, -0.2457], [3.4175, -0.4647, 2.7930], [3.5559, 0.6853, 1.5085], [3.3411, -2.2261, 1.2593], [2.3845, -1.3124, 0.0936], [3.0895, -2.2919, -2.4108], [2.8342, -0.6580, -1.8281], [5.3292, -1.0693, -3.4927], [3.7458, -1.1432, -4.2927], [4.1776, 0.3000, -3.4176], [0.0262, 1.9939, 0.7894], [0.0162, -0.0542, -0.1068], [3.7004, -3.7975, -7.2179], [3.2551, -3.6230, -5.8451], [2.8928, -3.4831, -4.7654], [3.0649, -4.5163, -7.7352], [3.6549, -2.8546, -7.7539], [4.7277, -4.1517, -7.2500], [4.9770, 0.8013, -7.5393], [5.3489, -0.5161, -7.0460], [5.6434, -1.5469, -6.6369], [5.8207, 1.4855, -7.4696], [4.6635, 0.7473, -8.5806], [4.1559, 1.2086, -6.9514], [-9.3113, -3.3303, 1.2292], [-8.7728, -2.4154, 0.2335], [-8.3465, -1.6873, -0.5441], [-10.2837, -2.9859, 1.5771], [-9.4308, -4.3267, 0.8074], [-8.6442, -3.3977, 2.0871], [5.5093, -4.7467, 5.7092], [5.0395, -3.3712, 5.6558], [4.6636, -2.2884, 5.6137], [5.7990, -5.0117, 6.7245], [4.7251, -5.4297, 5.3857], [6.3717, -4.8804, 5.0584], [-6.1123, 2.7744, -2.9787], [-5.1706, 1.7094, -3.2841], [-4.4312, 0.8629, -3.5154], [-5.7379, 3.7309, -3.3395], [-7.0741, 2.5783, -3.4494], [-6.2629, 2.8469, -1.9026], [-1.5976, 0.8815, -4.4046], [-1.2506, 1.2066, -3.0307], [-0.9687, 1.4632, -1.9493], [-2.6676, 1.0025, -4.5648], [-1.0624, 1.5310, -5.0950], [-1.3352, -0.1520, -4.6259], [-1.3645, 7.3744, -1.7815], [-1.7131, 8.0459, -3.0248], [-1.9881, 8.5711, -4.0075], [-2.1267, 7.5437, -1.0231], [-1.2734, 6.3005, -1.9353], [-0.4163, 7.7379, -1.3906]],
  "forces_ev_per_angstrom": [[-0.73, -0.12, 0.38], [0.48, -0.05, -0.24], [-0.31, 0.35, 0.50], [0.27, -0.58, -0.01], [0.18, 0.07, -0.10], [-0.37, -0.26, -0.15], [0.93, -0.35, -0.45], [-0.51, 0.28, 0.47], [-0.19, -0.13, 0.42], [0.16, -0.36, -0.45], [-0.25, 0.53, -0.46], [0.56, 0.25, 0.02], [0.22, -0.56, 0.03], [0.26, -0.56, 0.32], [-1.10, 0.15, 0.42], [0.19, 0.08, -0.20], [0.50, -0.11, -0.22], [0.10, -0.21, -0.22], [0.17, 0.40, 0.01], [-0.04, 0.03, 0.34], [0.51, 0.10, -0.15], [0.04, 0.05, 0.18], [-0.01, 0.37, -0.28], [-0.08, -0.11, 0.09], [-0.05, 0.01, -0.19], [0.40, -0.32, -0.13], [-0.02, 0.17, -0.28], [-0.02, -0.23, 0.32], [0.25, -0.37, -0.36], [0.03, 0.25, 0.11], [-0.39, 0.31, 0.23], [-0.47, 0.17, 0.00], [0.41, 0.37, -0.51], [0.11, -0.01, 0.15], [0.34, -0.01, -0.18], [0.04, 0.16, -0.12], [-0.23, 0.16, 0.04], [-0.20, 0.03, 0.07], [0.24, 0.12, 0.09], [-0.11, 0.09, -0.02], [0.02, -0.02, 0.11], [-0.13, 0.17, 0.19], [0.03, -0.02, 0.01], [0.23, -0.01, -0.07], [0.08, 0.20, -0.18], [-0.03, -0.01, -0.10], [-0.10, -0.02, 0.17], [-0.16, -0.19, 0.02], [-0.10, -0.01, -0.01], [-0.12, 0.11, -0.01], [0.05, 0.17, 0.11], [-0.13, 0.19, 0.07], [-0.03, 0.14, 0.00], [-0.41, -0.16, 0.12], [-0.07, -0.04, 0.06], [-0.09, -0.21, 0.01], [0.05, -0.08, -0.05], [-0.12, -0.04, -0.08], [-0.05, 0.03, -0.02], [-0.32, -0.17, -0.07], [-0.02, -0.28, 0.11], [-0.13, 0.08, 0.11], [-0.22, 0.16, -0.07], [-0.06, 0.00, 0.03], [-0.04, 0.02, 0.03], [0.23, -0.14, -0.02], [0.05, 0.02, -0.01], [0.00, -0.08, -0.04], [0.17, -0.08, -0.08], [0.29, 0.03, 0.09], [-0.28, -0.23, 0.15], [-0.03, -0.05, 0.38], [-0.06, -0.22, -0.33], [0.01, 0.02, 0.06], [-0.08, -0.07, -0.05], [-0.04, -0.03, 0.11], [0.00, 0.07, 0.06], [0.02, 0.05, 0.11], [-0.07, 0.22, -0.09], [0.06, 0.01, 0.11], [0.04, 0.05, -0.09], [0.04, -0.05, 0.03], [0.01, -0.06, 0.01], [0.01, -0.06, 0.05], [-0.07, -0.16, 0.16], [0.00, 0.06, -0.02], [-0.18, -0.08, -0.06], [0.01, 0.05, -0.04], [0.02, 0.03, -0.06], [0.04, 0.05, -0.04], [0.08, -0.24, 0.00], [0.03, 0.06, -0.01], [0.07, 0.05, -0.04], [-0.02, 0.07, 0.02], [-0.04, 0.06, -0.01], [-0.01, 0.07, -0.02], [-0.16, 0.18, 0.07], [-0.04, -0.02, 0.04], [-0.40, 0.02, 0.10], [0.07, -0.03, -0.02], [0.03, -0.07, -0.03], [0.06, -0.07, 0.01], [0.07, 0.00, -0.38], [0.06, 0.13, -0.19], [0.13, 0.35, -0.17], [0.24, -0.04, 0.10], [0.13, 0.02, 0.07], [0.04, -0.02, 0.08], [0.08, -0.11, 0.24], [-0.01, 0.00, -0.03], [-0.01, -0.01, 0.00], [-0.04, 0.04, -0.05], [-0.01, 0.01, -0.08], [0.00, 0.03, -0.05]]
}

(2)
{
  "formula": "C35H60O25S5",
  "method": "ωB97M-V/def2-TZVPD",
  "homo_ev": -10.26,
  "molar_mass_g_mol": 1041.2,
  "homo_lumo_gap_ev": 10.5,
  "energy_ev": -142629.1703,
  "species": ["O", "S", "O", "C", "C", "C", "C", "H", "H", "H", "H", "H", "H", "H", "H", "O", "S", "O", "C", "C", "C", "C", "H", "H", "H", "H", "H", "H", "H", "H", "O", "S", "O", "C", "C", "C", "C", "H", "H", "H", "H", "H", "H", "H", "H", "O", "S", "O", "C", "C", "C", "C", "H", "H", "H", "H", "H", "H", "H", "H", "O", "S", "O", "C", "C", "C", "C", "H", "H", "H", "H", "H", "H", "H", "H", "O", "C", "O", "C", "C", "O", "H", "H", "H", "H", "O", "C", "O", "C", "C", "O", "H", "H", "H", "H", "O", "C", "O", "C", "C", "O", "H", "H", "H", "H", "O", "C", "O", "C", "C", "O", "H", "H", "H", "H", "O", "C", "O", "C", "C", "O", "H", "H", "H", "H"],
  "coordinates": [[-2.4369, 2.2912, -1.5346], [-3.8747, 2.4502, -1.6175], [-4.4196, 3.3991, -0.7074], [-4.3562, 2.8122, -3.2790], [-4.4371, 1.4551, -4.0641], [-4.4308, 0.2677, -3.0621], [-4.6505, 0.7585, -1.6216], [-3.5985, 3.4745, -3.6857], [-5.3066, 3.3602, -3.1051], [-5.4277, 1.4702, -4.6040], [-3.6890, 1.4719, -4.8539], [-3.4446, -0.1569, -3.0548], [-5.1038, -0.5523, -3.2839], [-4.1319, 0.1523, -0.9476], [-5.7018, 0.9794, -1.4493], [-2.5583, 0.7319, 1.2786], [-2.9957, 0.4431, 2.6297], [-3.3182, -0.9654, 2.8642], [-1.7678, 0.9469, 3.8145], [-2.6289, 1.8039, 4.8426], [-4.1116, 1.4649, 4.6550], [-4.3551, 1.4564, 3.1634], [-1.1027, 1.5633, 3.2565], [-1.2245, 0.1523, 4.2268], [-2.2678, 1.5998, 5.8698], [-2.3652, 2.8121, 4.6277], [-4.6908, 2.1896, 5.2836], [-4.3759, 0.4768, 5.0104], [-4.1432, 2.4189, 2.7638], [-5.3012, 1.1048, 2.7505], [-0.0019, 3.7391, 3.3861], [0.4080, 5.0217, 2.8508], [0.6035, 6.1489, 3.7847], [1.8971, 4.9905, 1.7032], [1.3811, 5.2361, 0.2846], [0.1765, 6.2087, 0.5209], [-0.7311, 5.5566, 1.5595], [2.4146, 4.0372, 1.8532], [2.5468, 5.7886, 2.0402], [2.2167, 5.7356, -0.1977], [1.0181, 4.2757, -0.1104], [-0.2596, 6.3892, -0.4190], [0.5024, 7.1973, 0.7928], [-1.2151, 4.6783, 1.0850], [-1.4968, 6.2094, 1.9314], [2.0501, -4.0591, 3.0201], [1.1472, -3.0480, 2.5562], [1.6202, -1.6954, 2.2894], [0.3296, -3.7289, 1.1363], [-1.1554, -3.8865, 1.6206], [-1.1386, -4.1070, 3.1661], [-0.2229, -2.9976, 3.6790], [0.7640, -4.7322, 1.0347], [0.4630, -3.2850, 0.1554], [-1.7462, -2.9508, 1.2848], [-1.5780, -4.7815, 1.1855], [-0.7235, -5.1162, 3.3208], [-2.1675, -4.1942, 3.5427], [0.1799, -3.1151, 4.6868], [-0.7466, -2.0552, 3.5212], [-0.7132, 2.2490, -4.8631], [0.3541, 1.3419, -4.5218], [1.2081, 1.8047, -3.4708], [-0.3077, -0.2692, -4.1504], [-0.7572, -0.7314, -5.5078], [0.5250, -0.4761, -6.3606], [1.2045, 0.8935, -6.0588], [-1.0249, -0.0058, -3.3763], [0.5140, -0.7827, -3.6391], [-1.1138, -1.7486, -5.5464], [-1.6279, -0.1953, -5.7625], [0.2193, -0.5375, -7.3891], [1.1903, -1.3200, -6.1944], [1.1391, 1.5891, -6.8979], [2.2773, 0.7791, -5.8633], [4.4314, 0.1100, 6.6944], [3.8938, 0.6518, 5.7218], [2.9642, 0.0144, 5.0062], [2.3782, 1.0119, 4.1561], [3.5318, 2.0362, 4.0760], [4.2697, 1.8576, 5.3129], [2.0520, 0.5400, 3.2471], [1.4597, 1.4379, 4.5566], [3.2355, 3.0947, 4.0269], [4.1386, 1.7217, 3.2254], [7.6455, -2.2915, -0.3087], [6.8349, -2.0766, 0.5166], [5.8265, -2.9350, 0.7804], [5.3250, -2.4699, 2.0596], [5.6504, -0.9798, 2.0647], [6.9037, -1.0214, 1.3312], [4.1983, -2.5880, 2.1097], [5.8546, -2.9020, 2.9283], [5.7729, -0.6299, 3.0665], [5.0590, -0.2180, 1.5305], [0.4660, -3.3256, -4.2648], [1.4707, -3.1235, -3.6172], [1.7274, -3.5521, -2.3863], [2.9424, -2.9122, -1.8858], [3.5647, -2.3533, -3.1613], [2.4671, -2.3429, -4.0790], [2.7392, -2.1702, -1.1414], [3.5707, -3.7158, -1.4626], [4.3789, -3.0062, -3.4827], [3.8953, -1.3093, -3.0724], [-2.6813, -2.2534, -1.6299], [-2.5813, -3.2627, -2.1769], [-2.2755, -4.3804, -1.3793], [-1.9881, -5.4420, -2.3275], [-2.7517, -5.0155, -3.5425], [-2.8452, -3.6064, -3.4476], [-0.9443, -5.3786, -2.6688], [-2.2977, -6.3940, -1.9342], [-3.7588, -5.3398, -3.3598], [-2.3877, -5.3977, -4.4867], [3.4981, 0.3431, -0.1595], [2.3533, 0.5586, -0.1234], [1.7253, 1.3412, 0.7588], [0.3104, 1.1621, 0.7126], [0.1243, 0.6442, -0.7063], [1.3932, -0.0013, -0.9636], [0.0860, 0.4122, 1.4289], [-0.3244, 2.0834, 0.8936], [0.0132, 1.5239, -1.3718], [-0.7212, -0.0336, -0.8937]],
  "forces_ev_per_angstrom": [[-0.04, -0.36, -0.37], [1.55, -1.82, -0.36], [-1.20, 0.58, 0.83], [-0.39, -0.19, -0.10], [-2.24, 1.09, -0.06], [0.92, 0.57, 0.33], [-0.46, 2.32, -1.85], [-0.01, 0.17, -0.02], [0.42, -0.43, -0.63], [0.93, -0.04, 0.46], [0.27, -0.46, 0.33], [0.53, -0.38, -0.13], [-0.27, 0.12, -0.27], [0.39, -0.83, 1.46], [-0.08, -0.38, 0.50], [-0.26, 0.57, 0.31], [0.43, -2.73, -1.27], [-0.08, 0.89, 0.35], [-2.03, 1.95, 0.23], [1.41, -1.92, 0.32], [-0.52, 0.79, 1.11], [0.25, 0.18, 0.16], [0.60, 0.66, -0.25], [0.33, -1.43, 0.54], [-0.35, 0.07, -0.51], [-0.31, 1.02, -0.13], [0.12, -0.50, -0.98], [0.25, -0.27, 0.42], [0.07, 0.99, -0.56], [0.19, -0.28, 0.25], [0.37, -0.09, -0.23], [0.46, 2.17, 0.27], [-0.22, -1.63, -1.16], [-0.40, -1.01, 0.92], [-0.62, 0.50, 2.03], [1.02, -0.69, -0.13], [0.20, -0.63, -1.19], [-0.18, 0.07, -0.09], [-0.08, 0.22, 0.22], [-0.28, -0.37, -0.84], [0.39, 0.51, -0.49], [-1.23, -0.12, -1.13], [0.43, 0.32, 0.70], [0.27, 0.24, 0.49], [-0.20, 0.28, 0.53], [0.68, -0.17, 0.34], [0.34, 1.07, -0.68], [-0.02, -0.42, 0.15], [-1.20, -1.50, 0.24], [-0.24, 1.19, -0.41], [0.05, -0.57, -1.16], [-0.83, -0.31, 0.14], [-0.01, 0.18, 0.22], [-0.02, 0.80, 0.28], [0.72, -1.56, 0.75], [-0.27, 0.12, -0.46], [0.24, 0.39, 0.18], [0.40, 0.72, 0.16], [-0.08, 0.12, -0.11], [0.14, 0.15, 0.22], [-0.61, -0.25, -0.42], [-0.04, 1.39, -0.40], [0.96, -0.21, 0.36], [0.27, 0.87, 0.98], [1.32, -0.48, 0.70], [-0.79, -0.36, -0.68], [0.16, -1.28, 0.29], [-0.52, -0.28, -0.07], [-0.18, -0.23, -0.48], [0.55, -0.58, 0.13], [-0.75, 1.27, -0.73], [0.12, 0.12, -0.66], [0.16, 0.13, 0.21], [-0.58, 0.25, 0.54], [-0.29, -0.10, 0.25], [-1.33, 1.26, -2.19], [2.78, -2.94, 4.52], [-0.43, 1.08, -0.30], [-0.14, 0.67, 0.05], [-0.54, 0.30, -0.64], [-1.42, -0.23, -1.50], [0.53, -0.12, -0.64], [0.08, 0.05, 0.71], [0.02, -0.54, -0.17], [0.38, 0.45, 0.08], [0.96, -0.21, -1.50], [0.79, -0.45, -0.03], [-0.41, 0.92, 1.53], [-2.55, 0.80, 0.14], [0.46, 0.18, -0.90], [-0.58, 0.23, 0.66], [1.46, -0.41, 0.05], [-0.30, -0.34, -0.69], [0.55, 0.20, 0.68], [-0.50, -0.94, 0.07], [0.93, -0.28, 0.99], [-0.81, 0.48, -1.07], [0.06, 0.17, 0.53], [0.65, -1.29, -0.36], [0.12, 0.62, 0.46], [0.08, -0.37, -0.25], [-0.52, 0.37, 0.32], [-0.36, 0.46, -0.06], [-0.17, 0.19, -0.43], [0.08, -0.46, 0.13], [-0.32, 4.00, 0.51], [0.03, -3.85, 0.84], [0.23, -0.38, -2.19], [1.21, 1.07, -0.37], [-1.65, -0.85, 0.57], [0.96, 0.91, 0.14], [0.16, -0.37, 0.96], [0.12, -0.29, 0.15], [-0.81, -0.49, -0.55], [0.24, 0.42, -0.15], [2.21, -0.41, -0.26], [-3.89, -0.41, -0.74], [0.52, 1.22, 0.73], [-1.11, 0.41, -0.88], [-0.15, 0.89, -0.45], [0.78, 0.23, 0.47], [-0.39, -0.64, 0.81], [1.27, -0.89, -0.10], [0.18, -0.65, 0.08], [0.48, 0.06, 0.39]]
}

| no. | LUMO (eV) |
| --- | --- |
| 1 | 0.4 |
| 2 | 0.3 |